Entry from the Open Molecules 2025 dataset: C23H26ClN4STi as an isolated structure (ωB97M-V/def2-TZVPD).

The geometry in XYZ format:
```
56
Properties=species:S:1:pos:R:3:forces:R:3
Ti 1.27150 -0.24597 1.19029 0.2 0.1 0.1
C 2.58787 0.27541 -0.71858 0.0 0.0 0.0
C 3.48874 0.15883 0.36810 0.0 0.0 0.0
C 3.19336 1.19057 1.29927 0.0 0.0 0.0
C 2.10052 1.93543 0.80117 0.0 0.0 0.0
C 1.71666 1.36154 -0.44479 0.0 0.0 0.0
C 0.62663 1.84322 -1.35320 0.0 0.0 0.0
C 1.49665 3.15504 1.42664 0.0 0.0 0.0
C 3.94635 1.44814 2.56715 0.0 0.0 0.0
C 4.58796 -0.84934 0.50899 0.0 0.0 0.0
C 2.61142 -0.50104 -1.99869 0.0 0.0 0.0
H -0.11194 2.42549 -0.80431 0.0 0.0 0.0
H 0.09596 1.00652 -1.81141 0.0 0.0 0.0
H 1.02840 2.46710 -2.15825 0.0 0.0 0.0
H 1.58117 3.12936 2.51388 0.0 0.0 0.0
H 0.43682 3.23258 1.18612 0.0 0.0 0.0
H 1.99434 4.06482 1.07697 0.0 0.0 0.0
H 4.25723 0.51481 3.03510 0.0 0.0 0.0
H 3.33586 1.98583 3.29278 0.0 0.0 0.0
H 4.84001 2.05047 2.37449 0.0 0.0 0.0
H 4.66885 -1.19673 1.54009 0.0 0.0 0.0
H 5.55400 -0.42437 0.21906 0.0 0.0 0.0
H 4.40574 -1.72045 -0.12101 0.0 0.0 0.0
H 3.18091 0.04229 -2.75952 0.0 0.0 0.0
H 1.60584 -0.65910 -2.38849 0.0 0.0 0.0
H 3.06484 -1.48424 -1.87580 0.0 0.0 0.0
S -0.90570 0.69083 1.56687 -0.1 0.0 0.1
C -1.78948 -0.32292 0.41605 0.1 -0.1 0.0
N -3.05680 -0.12964 0.10205 0.0 0.0 0.0
N -3.66061 0.90483 0.72290 -0.1 0.0 0.0
C -4.95662 1.24366 0.43034 0.0 0.0 0.0
C -5.71762 0.52452 -0.49875 -0.1 0.0 0.0
C -7.02532 0.90345 -0.75670 0.0 0.0 0.0
C -7.60681 1.98882 -0.11408 0.0 0.0 0.0
C -6.84791 2.70136 0.80892 0.0 0.0 0.0
C -5.54322 2.33828 1.08203 0.0 0.0 0.0
N -1.19518 -1.35325 -0.20331 -0.1 0.0 0.0
N 0.08967 -1.55199 0.12073 0.0 -0.1 -0.1
C 0.65692 -2.62292 -0.58691 0.0 0.1 0.0
C 0.13434 -3.09256 -1.79855 0.0 -0.1 0.0
C 0.78546 -4.09813 -2.49354 0.0 0.0 0.0
C 1.95787 -4.66651 -2.00740 0.0 0.0 0.0
C 2.46241 -4.22310 -0.79182 0.0 0.0 0.0
C 1.81735 -3.22101 -0.08403 0.0 0.0 0.0
H -3.11319 1.48179 1.35150 0.0 0.0 0.0
H -5.26877 -0.31960 -1.00070 0.0 0.0 0.0
H -7.59986 0.33471 -1.47859 0.0 0.0 0.0
H -8.62893 2.27388 -0.32653 0.0 0.0 0.0
H -7.27818 3.55150 1.32499 0.0 0.0 0.0
H -4.95790 2.89500 1.80546 0.0 0.0 0.0
H -0.77267 -2.64787 -2.18116 0.0 0.0 0.0
H 0.37406 -4.44036 -3.43645 0.0 0.0 0.0
H 2.45860 -5.45079 -2.56128 0.0 0.0 0.0
H 3.36030 -4.66659 -0.37697 0.0 0.0 0.0
H 2.20130 -2.90848 0.88060 0.0 0.0 0.0
Cl 2.06077 -1.32312 3.11831 -0.1 0.0 0.0
```
Positions in Å, forces in eV/Å.

Results
Net charge: -1
Orbital gap (spin up / spin down) (eV): 6.2 / 7.0
Multiplicity: 3

natural (NBO) population analysis, charges in e, atoms 1 to 6: number 1, Ti, carries 1.213; number 2, C, carries -0.147; number 3, C, carries -0.126; number 4, C, carries -0.113; number 5, C, carries -0.154; number 6, C, carries -0.090